[1]
76
Properties=species:S:1:pos:R:3 method="wB97M-V/def2-TZVPD" charge=+1 e_lumo_ev="-3.92 / -3.96" orbital_gap_ev="6.49 / 6.47" relative_energy_kcal_mol=14.0
W -0.31241 0.67702 0.85642
C -3.52008 3.53201 -0.85827
C -2.82559 2.35627 -0.23714
S -1.14879 2.08683 -0.70275
C -3.41569 1.50683 0.61061
C -4.84262 1.65259 1.05983
S -2.52828 0.12309 1.26370
H -2.81343 4.32944 -1.09064
H -4.27689 3.93314 -0.18390
H -4.01336 3.25121 -1.79237
H -4.96128 2.57447 1.63409
H -5.14785 0.82276 1.69507
H -5.51737 1.69243 0.20307
C 2.16908 -1.80967 1.53147
N 1.76373 -1.63250 0.10430
P 1.84906 0.06413 -0.39794
C 3.44813 0.69899 0.15304
C 3.56144 2.05993 0.40979
C 4.79693 2.60961 0.72473
C 5.91799 1.79962 0.79087
C 5.81013 0.43608 0.53540
C 4.58353 -0.11425 0.21136
C 2.01382 -0.04327 -2.19336
C 3.06453 -0.77873 -2.74879
C 3.19366 -0.87997 -4.12044
C 2.27684 -0.24384 -4.95289
C 1.23810 0.48987 -4.40860
C 1.10474 0.59041 -3.02856
P 0.01685 -1.71799 0.09230
C -0.48101 -3.12382 1.08963
C -0.23802 -4.42134 0.63643
C -0.59620 -5.50044 1.42539
C -1.20566 -5.28888 2.65706
C -1.45524 -4.00044 3.10572
C -1.08990 -2.91559 2.32270
C -0.44173 -2.04182 -1.60857
C 0.39081 -2.76766 -2.45737
C -0.00423 -3.00110 -3.76462
C -1.22459 -2.51934 -4.21863
C -2.05735 -1.80203 -3.37073
C -1.66707 -1.55567 -2.06420
H 3.14682 -1.37305 1.69921
H 2.19794 -2.87268 1.75531
H 1.45648 -1.33546 2.22181
H 2.68555 2.69544 0.36567
H 4.87681 3.67032 0.92183
H 6.87982 2.22606 1.04329
H 6.68529 -0.19781 0.58870
H 4.51207 -1.17741 0.01376
H 3.77913 -1.28590 -2.11303
H 4.00943 -1.45172 -4.54319
H 2.37936 -0.32250 -6.02775
H 0.52390 0.98447 -5.05427
H 0.28309 1.15286 -2.61524
H 0.21781 -4.59126 -0.33128
H -0.40823 -6.50765 1.07771
H -1.49156 -6.13603 3.26721
H -1.93519 -3.83923 4.06180
H -1.28290 -1.90947 2.68063
H 1.35477 -3.11480 -2.10644
H 0.64514 -3.55231 -4.43223
H -1.52528 -2.70239 -5.24238
H -3.00715 -1.42665 -3.72902
H -2.30611 -0.97939 -1.40605
Se 0.66602 1.95634 2.65434
C -1.00282 2.91420 2.95567
C -1.84338 2.45536 3.96680
C -3.00247 3.15289 4.25611
C -3.31794 4.30877 3.54611
C -2.46839 4.76266 2.55048
C -1.30480 4.06262 2.24934
H -1.59425 1.55804 4.51506
H -3.65762 2.80105 5.04275
H -4.22132 4.85618 3.78316
H -2.69920 5.66714 2.00177
H -0.64554 4.42291 1.46913



[2]
85
Properties=species:S:1:pos:R:3 method="wB97M-V/def2-TZVPD" charge=-1 e_lumo_ev=2.40 orbital_gap_ev=6.90 relative_energy_kcal_mol=20.1
Zn -0.48397 0.12937 0.30718
N 0.65238 8.49363 0.38730
C 0.47110 7.11541 0.53476
C 0.40635 6.28836 -0.58639
C 0.30205 4.91654 -0.44193
C 0.25982 4.35962 0.82534
C 0.32194 5.16997 1.94848
C 0.41751 6.54280 1.80481
S 0.27766 2.61241 1.05127
O 0.34299 2.03000 -0.30960
O 1.40303 2.34813 1.90697
N -1.02431 2.05230 1.76464
C -2.26225 2.43548 1.30667
N -2.39300 3.26054 0.25639
C -3.62500 3.54551 -0.13822
C -4.75108 3.05259 0.49116
C -4.50687 2.23674 1.58834
N -3.29727 1.92298 2.00818
H 0.35900 8.87167 -0.49809
H 0.35353 9.05226 1.16927
H 0.44022 6.72927 -1.57652
H 0.23761 4.26350 -1.30090
H 0.29077 4.72127 2.93304
H 0.46318 7.17933 2.68130
H -3.70761 4.20441 -0.99876
H -5.75085 3.29140 0.15787
H -5.33100 1.82236 2.16405
Se 0.20976 -3.44818 0.55525
N 0.58131 -3.01047 -1.10283
C 1.67456 -3.71227 -1.43087
C 2.37883 -3.57476 -2.66070
C 3.48477 -4.33561 -2.88020
C 3.94812 -5.26950 -1.90492
C 3.30397 -5.42216 -0.71642
C 2.15111 -4.63502 -0.44695
N 1.44631 -4.67603 0.69119
H 2.03847 -2.84467 -3.38353
H 4.03000 -4.23122 -3.81029
H 4.83703 -5.85272 -2.11192
H 3.66264 -6.10736 0.04060
C -4.43267 -3.34597 0.34442
C -3.79101 -2.44810 -0.70382
C -3.57526 -3.24560 -1.98497
O -2.48674 -2.08696 -0.22074
B -2.29191 -0.71339 -0.28415
O -3.45815 -0.09450 -0.70652
C -4.50411 -1.05710 -0.91152
C -5.59555 -0.76242 0.11124
C -5.06109 -0.84079 -2.31233
H -3.80278 -4.22682 0.47613
H -5.42648 -3.67538 0.03338
H -4.50659 -2.84449 1.30718
H -2.94337 -4.10318 -1.75122
H -3.05200 -2.65282 -2.73363
H -4.51762 -3.60510 -2.40298
H -5.19398 -0.77959 1.12388
H -6.41806 -1.47666 0.03851
H -5.98459 0.23926 -0.07506
H -4.27379 -0.89272 -3.06156
H -5.50896 0.15250 -2.36351
H -5.82765 -1.58061 -2.55352
N 1.01359 -0.87688 1.08459
C 2.25998 -0.82343 0.95250
C 3.14175 -1.81737 1.67167
C 4.31168 -2.30876 1.09927
C 5.06958 -3.26747 1.75756
C 4.67634 -3.73124 3.00516
C 3.50883 -3.24643 3.58177
C 2.74702 -2.30008 2.91553
C 2.98703 0.13759 0.04761
C 2.61423 0.22635 -1.28669
C 3.27734 1.08677 -2.14982
C 4.32293 1.86901 -1.68147
C 4.70804 1.77748 -0.34867
C 4.04827 0.90993 0.50712
H 4.60905 -1.96505 0.11511
H 5.96431 -3.65996 1.28904
H 5.27407 -4.47138 3.52367
H 3.18723 -3.61581 4.54808
H 1.82502 -1.92058 3.33932
H 1.80426 -0.40197 -1.64381
H 2.97234 1.15078 -3.18749
H 4.84103 2.54435 -2.35184
H 5.52978 2.37903 0.02106
H 4.34589 0.83765 1.54646



[3]
89
Properties=species:S:1:pos:R:3 method="wB97M-V/def2-TZVPD" charge=-2 e_lumo_ev="4.27 / 4.27" orbital_gap_ev="6.67 / 6.80" s2=3.80 relative_energy_kcal_mol=0.0 multiplicity=4
Cr -0.51665 -0.07671 0.63479
F -3.52830 -5.10482 5.16459
C -2.92036 -4.49443 4.12658
C -3.38063 -3.27918 3.65609
F -4.45212 -2.71298 4.23359
C -2.75767 -2.66356 2.58218
F -3.28988 -1.52117 2.15141
C -1.65050 -3.21493 1.94190
S -0.78015 -2.51328 0.59559
C -1.22761 -4.44987 2.43868
F -0.17354 -5.07604 1.88720
C -1.83720 -5.08414 3.50450
F -1.37894 -6.27373 3.94451
O -3.68422 2.07836 2.98564
S -2.73222 2.17203 1.90391
O -3.19111 2.88302 0.73100
O -2.18478 0.83164 1.58597
C -1.40629 3.23749 2.57002
C -1.56960 3.58653 3.90563
C -0.78556 4.56819 4.49567
C 0.16288 5.23825 3.74675
C 0.36083 4.88136 2.42161
C -0.39949 3.88286 1.83058
S 0.14637 3.33688 0.20664
O -0.60407 4.00563 -0.82787
O 1.57300 3.54783 0.17434
O -0.23979 1.91956 0.35147
H -2.34372 3.08446 4.46522
H -0.92870 4.81193 5.54160
H 0.77330 6.01150 4.19774
H 1.14599 5.33953 1.83551
C -2.84494 -2.12634 -2.26122
C -1.68264 -1.27551 -2.77700
C -1.89903 -0.95635 -4.25556
P -1.26965 0.18350 -1.70879
C -2.51413 1.51745 -1.90982
C -2.52825 2.38538 -3.16407
C -3.90324 0.96677 -1.58341
C 0.35717 0.66807 -2.35167
C 0.60129 1.33325 -3.54965
C 1.88361 1.58661 -4.01316
C 2.12233 2.31421 -5.30947
C 2.94280 1.13684 -3.22611
C 2.73808 0.47842 -2.03199
C 1.43785 0.23412 -1.54912
N 1.20470 -0.40132 -0.35340
C 2.31282 -1.08787 0.20844
C 3.10301 -0.48273 1.18789
C 2.88629 0.94909 1.59180
C 4.16521 -1.20092 1.73566
C 4.48706 -2.48016 1.31264
C 5.63133 -3.24210 1.92754
C 3.73377 -3.03144 0.28209
C 2.66459 -2.35144 -0.28441
C 1.94550 -2.94927 -1.46145
H -2.85833 -3.08038 -2.79582
H -3.79952 -1.63351 -2.44174
H -2.75486 -2.33901 -1.19705
H -0.76109 -1.86368 -2.68275
H -2.84275 -0.42894 -4.40320
H -1.95450 -1.89224 -4.81982
H -1.09539 -0.35937 -4.68290
H -2.24564 2.18240 -1.08649
H -2.67183 1.82015 -4.08821
H -1.61969 2.97907 -3.23558
H -3.35904 3.09044 -3.07062
H -4.34041 0.44297 -2.43871
H -4.55326 1.79965 -1.31631
H -3.88647 0.28794 -0.72896
H -0.23262 1.67713 -4.14605
H 1.17950 2.64803 -5.74473
H 2.62168 1.67991 -6.04758
H 2.74793 3.19791 -5.16376
H 3.96240 1.32782 -3.54747
H 3.58787 0.17141 -1.43532
H 2.94644 1.61480 0.72863
H 3.63806 1.24971 2.32258
H 1.90304 1.10807 2.02998
H 4.76206 -0.73000 2.51107
H 6.07873 -2.67907 2.74642
H 6.41482 -3.44811 1.19385
H 5.29709 -4.20229 2.32569
H 3.98229 -4.02030 -0.09238
H 2.27948 -3.97442 -1.62658
H 2.14603 -2.37003 -2.36789
H 0.86636 -2.96020 -1.31004
S 0.40636 -1.28639 5.11289
C 0.24185 -0.75457 3.57980
N 0.13858 -0.37535 2.48023



[4]
77
Properties=species:S:1:pos:R:3 method="wB97M-V/def2-TZVPD" charge=+1 e_lumo_ev="-3.71 / -3.57" orbital_gap_ev="6.77 / 7.88" s2=3.77 multiplicity=4
Re 0.76022 -0.00294 -0.69868
O -0.57042 0.29183 -1.93675
C -1.83547 0.91302 -1.97836
C -1.96211 2.00803 -0.89941
C -1.55729 1.77589 0.53688
C -2.15369 2.62050 1.46931
C -1.76584 2.57298 2.79076
C -0.81938 1.63551 3.16709
C -0.28173 0.78273 2.21935
C 0.64691 -0.30238 2.69277
C 2.05267 -0.26798 2.06083
O 1.92024 -0.39972 0.66574
C 2.91329 -1.45280 2.51135
C 4.19727 -1.52715 1.97286
C 5.01134 -2.61203 2.24381
C 4.55009 -3.64209 3.05507
C 3.27866 -3.56987 3.59679
C 2.45786 -2.47999 3.32365
C 2.70761 1.06667 2.44078
C 3.31277 1.19293 3.68861
C 3.88308 2.39587 4.07233
C 3.86373 3.48412 3.21120
C 3.25158 3.36853 1.97410
C 2.67076 2.16589 1.59419
N -0.62755 0.87977 0.91312
C -2.85679 -0.21315 -1.83706
C -3.58339 -0.43423 -0.67534
C -4.44311 -1.52377 -0.58476
C -4.58672 -2.39469 -1.65253
C -3.86324 -2.17615 -2.81920
C -2.99928 -1.09711 -2.90628
C -2.00804 1.64800 -3.31306
C -0.88955 2.04102 -4.03861
C -1.03364 2.80821 -5.18611
C -2.29618 3.19266 -5.61104
C -3.41487 2.78318 -4.89956
C -3.27398 2.01294 -3.75523
H -1.37914 2.86522 -1.25131
H -3.00146 2.33525 -0.90398
H -2.90997 3.32129 1.14325
H -2.19830 3.24439 3.52061
H -0.50154 1.55732 4.19697
H 0.77020 -0.20215 3.76866
H 0.18850 -1.27475 2.49348
H 4.55432 -0.72544 1.33721
H 6.00502 -2.65378 1.81699
H 5.18119 -4.49527 3.26592
H 2.91507 -4.36509 4.23479
H 1.47524 -2.44563 3.77925
H 3.34461 0.34425 4.36132
H 4.35580 2.48016 5.04210
H 4.32957 4.41617 3.50269
H 3.23355 4.21106 1.29502
H 2.20177 2.09760 0.62009
H -3.49391 0.23861 0.17000
H -5.00891 -1.69086 0.32323
H -5.26409 -3.23553 -1.58505
H -3.97760 -2.84306 -3.66418
H -2.43808 -0.91874 -3.81668
H 0.09652 1.74054 -3.70922
H -0.15154 3.09886 -5.74175
H -2.41167 3.81342 -6.48960
H -4.40494 3.05618 -5.24086
H -4.15271 1.68559 -3.21043
N -0.47149 -2.19396 0.19903
C -0.80771 -3.17751 -0.83793
C 0.39277 -3.36856 -1.75118
N 0.78798 -2.07898 -2.30979
H 0.20624 -2.59499 0.84058
H -1.29712 -1.92249 0.71977
H -1.65631 -2.79330 -1.40519
H -1.08803 -4.14450 -0.41275
H 0.14152 -4.10128 -2.52288
H 1.22977 -3.76177 -1.16993
H 0.10984 -1.74288 -2.98443
H 1.69012 -2.12135 -2.76832
I 2.74904 0.80169 -2.26417



[5]
79
Properties=species:S:1:pos:R:3 method="wB97M-V/def2-TZVPD" e_lumo_ev=-1.22 orbital_gap_ev=6.43
C 2.91258 1.48250 4.21234
N 2.60802 1.92011 2.88763
C 3.58543 2.05461 1.94691
O 4.80124 1.86035 2.08303
C 2.88448 2.49034 0.62052
C 3.15363 1.55697 -0.57117
C 4.60341 1.47951 -0.95535
C 5.26378 0.25959 -0.96473
C 6.64177 0.19204 -1.19703
C 7.34971 1.38144 -1.48469
C 6.67013 2.59611 -1.56498
C 5.29126 2.65463 -1.31848
N 1.50327 2.54304 0.99487
C 0.50832 2.94155 0.11129
C -0.82958 2.89290 0.22529
C -1.72864 3.66930 -0.66639
C -3.19500 3.73456 -0.03592
C -4.24812 4.29713 -0.80963
C -5.55860 4.07911 -0.38605
C -5.89284 3.52173 0.84411
C -4.84418 3.11831 1.68718
N -5.03124 2.81326 3.05012
O -6.22145 2.85332 3.47232
O -3.97500 2.55631 3.73481
C -3.51287 3.22900 1.23041
C -1.74578 3.82906 -2.10731
C -2.25516 2.56882 -2.70938
C -3.45563 2.67146 -3.35695
C -3.97115 1.59171 -4.02056
C -3.22793 0.42466 -4.11774
C -1.91904 0.44249 -3.61675
C -1.41711 1.44766 -2.80068
S -0.19643 4.36104 -3.27139
O -0.36007 3.67218 -4.55103
O 1.00919 4.30411 -2.45759
C -0.50528 6.12995 -3.64380
C -0.45411 6.45257 -4.99358
C -0.57423 7.79004 -5.35720
C -0.70016 8.77225 -4.38123
C -0.70790 8.44102 -3.02996
C -0.56801 7.10809 -2.63986
C 1.24268 2.12986 2.42313
C 0.43839 0.81233 2.48931
C 0.57253 3.24878 3.23950
H 3.96962 1.31882 4.29991
H 2.59232 2.23419 4.91275
H 2.37633 0.57161 4.40832
H 3.26309 3.50650 0.35915
H 2.78517 0.55212 -0.31076
H 2.55054 1.92990 -1.41034
H 4.70235 -0.65203 -0.73079
H 7.16793 -0.75765 -1.14803
H 8.43632 1.34340 -1.64256
H 7.21213 3.52498 -1.80943
H 4.75083 3.59624 -1.36148
H 0.86098 3.29644 -0.83379
H -1.18987 2.34209 1.11917
H -1.12158 4.55946 -0.66642
H -4.05772 4.88123 -1.71056
H -6.37967 4.38475 -1.03585
H -6.91126 3.43183 1.23646
H -2.74597 2.90437 1.91084
H -2.29157 4.73697 -2.57698
H -4.01778 3.59200 -3.29604
H -4.97320 1.63135 -4.37616
H -3.61038 -0.40522 -4.71039
H -1.30856 -0.43933 -3.76980
H -0.47467 1.36664 -2.22250
H -0.33523 5.64922 -5.72282
H -0.54998 8.02216 -6.41041
H -0.76988 9.81035 -4.66231
H -0.80410 9.18805 -2.25289
H -0.52662 6.79692 -1.59161
H 0.97955 0.02122 1.93467
H 0.30974 0.53335 3.54406
H -0.56514 0.89707 2.05342
H 1.24345 4.12494 3.30980
H -0.37674 3.57327 2.78486
H 0.35826 2.87723 4.25099



[6]
79
Properties=species:S:1:pos:R:3 method="wB97M-V/def2-TZVPD" charge=+1 e_lumo_ev="-2.13 / -2.14" orbital_gap_ev="6.83 / 7.44" s2=0.76 relative_energy_kcal_mol=0.0 multiplicity=2
Ru 0.14530 -0.09561 0.09033
C -2.64536 -1.98117 -1.83102
C -2.33659 -2.40199 -0.43529
N -1.45514 -1.84562 0.33767
C -1.44476 -2.38475 1.60714
C -2.32492 -3.40907 1.77693
S -3.20856 -3.68758 0.33548
C -0.60484 -1.78873 2.63648
C -0.61950 -2.07288 3.96876
S 0.47232 -1.05131 4.80442
C 0.89344 -0.28577 3.31319
N 0.26022 -0.78092 2.28956
C 1.87002 0.83254 3.23309
H -2.04045 -1.11611 -2.10083
H -3.70194 -1.72275 -1.91415
H -2.45441 -2.79534 -2.53131
H -2.51087 -3.99681 2.65978
H -1.21109 -2.79643 4.50378
H 2.27600 1.06728 4.21585
H 1.37706 1.71440 2.82413
H 2.68545 0.55985 2.56206
N 2.80259 0.46333 -1.16269
P 1.95469 1.70095 -0.32806
C 3.31006 2.93190 -0.30533
C 3.75563 3.50010 -1.49760
C 4.89691 4.28557 -1.49675
C 5.59467 4.50440 -0.31542
C 5.15004 3.94398 0.87184
C 4.00612 3.15818 0.87841
C 0.85889 2.42102 -1.61838
C 0.35851 3.70863 -1.43063
C -0.56724 4.23699 -2.31923
C -0.99608 3.48296 -3.40356
C -0.51998 2.19068 -3.58236
C 0.38810 1.64993 -2.68104
P 2.28885 -1.12935 -0.82670
C 3.87535 -1.95878 -0.47374
C 4.03148 -3.31730 -0.74626
C 5.23822 -3.94470 -0.48466
C 6.29368 -3.22981 0.06576
C 6.13554 -1.88453 0.36223
C 4.92631 -1.25409 0.11005
C 1.91950 -1.74777 -2.50341
C 0.65827 -2.27985 -2.74999
C 0.30272 -2.65646 -4.03804
C 1.20583 -2.48508 -5.07647
C 2.46720 -1.95559 -4.83399
C 2.82901 -1.59202 -3.54752
H 3.74354 0.64576 -1.49222
H 3.21244 3.32023 -2.41743
H 5.24730 4.72360 -2.42212
H 6.48612 5.11728 -0.32369
H 5.69629 4.11274 1.79050
H 3.65431 2.71473 1.80250
H 0.70542 4.29579 -0.58609
H -0.95413 5.23707 -2.16799
H -1.69790 3.90669 -4.11031
H -0.86016 1.60332 -4.42619
H 0.77878 0.65134 -2.84218
H 3.21225 -3.87638 -1.18291
H 5.35920 -4.99730 -0.70417
H 7.23515 -3.72165 0.27017
H 6.95289 -1.32478 0.79794
H 4.80800 -0.20526 0.35686
H -0.02573 -2.39137 -1.91753
H -0.67511 -3.07071 -4.24886
H 0.92420 -2.76443 -6.08333
H 3.16299 -1.81923 -5.65156
H 3.81052 -1.18108 -3.34166
C -1.82924 3.26526 1.61768
O -1.03366 2.16631 1.12420
C -1.48123 1.31942 0.21858
C -2.83582 1.53074 -0.32912
H -2.03855 3.98484 0.82522
H -1.22866 3.74220 2.38686
H -2.76391 2.90888 2.04904
H -3.40364 2.31780 0.16792
H -3.39023 0.59309 -0.26607
H -2.74671 1.78498 -1.38918